# C48H51N12O7PSTeTi

C48H51N12O7PSTeTi as an isolated structure in a non-equilibrium geometry (ωB97M-V with the def2-TZVPD basis set, the Open Molecules 2025 dataset).

Results
LUMO (spin up / spin down) in eV: 3.35 / 3.35
Expectation value of S²: 2.02
E_tot in Eh: -4900.6881
HOMO level (spin up / spin down) in eV: -1.59 / -2.69
Energy relative to the best compared isomer or geometry (same formula, charge and spin) in kcal per mole: 38.4
HOMO-LUMO gap (spin up / spin down) in hartree: 0.1817 / 0.2217

```
! RIJCOSX wB97M-V def2-TZVPD def2/J DEFGRID3
* xyz -2 3
Te -1.566 -2.848 0.450
Ti -0.917 -0.263 -0.181
S -2.837 -2.344 -9.232
P -1.878 -1.067 2.377
O -1.373 3.773 -1.148
O -3.937 -2.731 -8.359
O -2.791 -0.912 -9.539
O -0.731 -0.280 1.552
O 1.081 -1.090 -0.205
O -2.672 -3.211 -10.392
O 4.370 0.963 1.898
N -1.406 -2.198 -6.966
N -5.937 2.564 2.473
N -0.966 -1.669 3.718
N -0.171 -2.560 -8.936
N 1.121 1.709 0.486
N -2.947 0.039 0.112
N -2.521 0.416 2.976
N -1.184 1.506 -1.236
N -6.023 2.387 -1.818
N 2.537 -0.357 1.867
N -3.415 -1.855 2.946
N -0.813 -0.930 -2.156
C -1.528 1.021 -6.360
C -2.903 0.873 -4.403
C -0.716 2.632 -0.734
C -1.303 -2.452 -8.249
C 0.952 -2.410 -8.244
C 3.729 -3.142 -1.005
C -3.392 1.954 4.612
C -5.530 2.013 -0.845
C 0.832 4.131 0.407
C -2.410 3.374 -2.018
C 3.612 -1.238 2.263
C 2.782 3.224 1.421
C -1.924 1.508 -3.644
C 0.077 -2.648 3.462
C -4.546 -1.880 2.031
C -1.642 -1.916 -4.184
C 2.278 1.940 1.148
C -0.738 1.888 -4.258
C -4.718 -3.675 3.590
C 0.426 2.810 0.085
C -2.103 2.495 3.998
C 0.573 -1.034 -4.114
C -2.047 1.752 2.665
C -2.229 1.845 -2.200
C 3.248 -4.385 -0.620
C -1.777 -1.558 -2.868
C -3.282 -3.182 3.493
C -5.258 -3.224 2.239
C 3.618 -2.377 1.276
C 0.878 -2.725 4.774
C 0.970 -2.137 -6.892
C 0.439 -1.479 5.553
C -4.936 1.589 0.347
C -3.547 0.547 4.004
C -2.707 0.623 -5.750
C 0.330 -0.659 -2.819
C 3.911 -2.146 -0.066
C 3.022 0.817 1.633
C -0.278 -2.021 -6.256
C -0.545 1.642 -5.608
C -3.846 0.774 0.270
C 2.956 -4.625 0.712
C 4.857 -0.311 2.274
C -0.428 -1.680 -4.860
C 2.024 4.332 1.067
C 3.141 -3.628 1.653
C -5.457 2.100 1.532
C -0.284 -0.651 4.494
H 0.200 4.952 0.110
H -5.214 -1.039 2.253
H -4.788 -4.750 3.753
H 0.383 1.941 -6.077
H -3.357 1.930 5.704
H 4.250 -1.167 -0.372
H 0.036 2.374 -3.677
H -4.942 -3.928 1.467
H 2.363 5.331 1.312
H -5.234 -3.149 4.394
H -2.302 3.916 -2.964
H -2.724 2.260 1.952
H 5.625 -0.630 1.558
H 1.547 -0.692 0.592
H 3.725 3.322 1.936
H -1.044 1.742 2.232
H -1.390 0.824 -7.412
H 2.566 -5.585 1.018
H -0.262 -1.755 6.343
H 1.950 -2.701 4.572
H -3.421 -0.240 4.749
H 1.273 -0.937 6.001
H -2.119 3.575 3.862
H 1.874 -2.512 -8.810
H 2.899 -3.816 2.690
H 0.738 -2.308 2.646
H -4.238 2.575 4.309
H 0.440 -0.089 3.880
H -0.362 -3.610 3.188
H 3.938 -2.946 -2.046
H -2.449 -2.372 -4.736
H -4.222 -1.792 0.985
H -3.455 0.109 -6.333
H 3.410 -1.631 3.268
H -3.164 1.326 -1.950
H -6.343 -3.133 2.222
H -3.829 0.576 -3.928
H 1.080 -0.099 -2.266
H -2.722 -3.849 2.803
H -2.760 -3.136 4.448
H -4.553 0.455 3.583
H 0.972 -2.043 0.005
H -1.005 0.037 4.926
H 5.308 -0.244 3.272
H 1.900 -2.040 -6.352
H 0.658 -3.642 5.324
H -1.236 2.238 4.612
H 1.518 -0.774 -4.566
H 3.089 -5.158 -1.355
H -3.379 3.626 -1.569
H -2.705 -1.766 -2.338
*
```

# C48H52CdN6O4Se

C48H52CdN6O4Se as an isolated structure in a non-equilibrium geometry (ωB97M-V with the def2-TZVPD basis set, the Open Molecules 2025 dataset).

Results
LUMO in eV: 3.78
E_tot in Eh: -5058.9835
HOMO level in eV: -2.48
Energy relative to the best compared isomer or geometry (same formula, charge and spin) in kcal per mole: 0.0
HOMO-LUMO gap in hartree: 0.2303

```
! RIJCOSX wB97M-V def2-TZVPD def2/J DEFGRID3
* xyz -2 1
Cd -0.453 0.032 1.563
Se 2.468 -0.176 1.197
O 0.221 1.676 0.160
O -0.385 -0.349 3.812
O -0.009 -1.419 -0.180
O -7.190 0.380 1.035
N -4.669 3.841 4.483
N -2.343 1.587 1.458
N -2.064 -1.433 2.131
N -5.997 -2.629 5.575
N -4.377 5.437 0.453
N -4.854 -2.783 5.965
C -2.352 -1.535 3.443
C 1.548 3.285 -0.922
C -3.964 -2.755 1.569
C -6.217 1.353 0.636
C -1.635 -1.040 5.691
C 2.386 -1.490 -0.190
C 4.574 -5.065 -1.898
C -5.876 -0.396 4.451
C 1.109 -2.750 -1.735
C -0.979 -4.036 -1.358
C -6.170 0.355 3.275
C 5.767 4.548 -1.088
C -7.499 -1.474 2.424
C -0.652 3.711 -2.097
C 6.321 2.226 -1.778
C -3.521 -2.225 3.867
C 2.277 -3.191 -2.265
C 5.063 3.678 -3.238
C -2.811 -1.617 6.131
C 4.792 -3.620 -2.264
C 0.383 4.274 -1.140
C 2.562 1.386 0.083
C 2.807 3.674 -1.402
C 0.077 -4.138 -3.592
C 3.821 1.712 -0.415
C -1.025 -1.949 -2.864
C 3.546 -2.823 -1.769
C 1.369 2.064 -0.228
C -4.135 3.781 3.476
C 0.859 5.581 -1.655
C 6.068 -3.127 -1.618
C 4.952 -3.534 -3.746
C -2.884 2.550 1.755
C -7.246 -2.174 3.595
C -6.360 -1.666 4.567
C 3.976 2.882 -1.158
C -2.823 -2.057 1.244
C -0.171 -3.227 -2.397
C 1.110 -1.813 -0.644
C -4.005 4.661 1.222
C 5.273 3.350 -1.807
C -3.568 3.705 2.152
C -3.772 -2.212 5.321
C -0.292 4.689 0.215
C -4.343 -2.825 2.902
C 3.581 -1.911 -0.729
C -1.387 -0.919 4.336
C -6.904 -0.249 2.247
H 7.289 2.526 -2.232
H -1.978 -2.224 -3.321
H 0.079 6.341 -1.736
H -1.191 2.891 -1.615
H -1.237 -1.323 -2.016
H 4.405 -5.256 -0.832
H 1.626 6.024 -1.049
H 5.957 1.402 -2.363
H 1.312 5.549 -2.656
H -1.917 -4.298 -1.831
H -1.307 5.051 -0.108
H 5.386 -5.757 -2.167
H -5.217 0.887 0.758
H 5.033 5.365 -1.096
H -0.184 3.327 -3.016
H 4.608 1.086 -0.120
H -5.716 1.355 3.263
H -2.412 -1.951 0.246
H -0.925 -0.629 6.400
H 6.069 -3.196 -0.479
H 5.041 -2.503 -4.096
H 3.621 -5.435 -2.359
H -5.145 0.004 5.196
H -1.171 -3.501 -0.402
H 4.448 -1.706 -0.127
H 6.919 -3.719 -2.001
H -0.412 3.860 0.861
H -6.348 1.546 -0.393
H 5.816 -4.132 -4.078
H 0.473 -5.106 -3.263
H -2.998 -1.533 7.189
H 2.989 4.570 -1.975
H 6.715 4.879 -1.548
H 2.312 -3.849 -3.102
H -1.364 4.586 -2.362
H -7.576 -3.263 3.671
H -0.486 -1.432 -3.581
H 4.157 -3.992 -4.364
H 5.996 4.336 -0.021
H 6.000 4.061 -3.692
H -0.894 -4.366 -4.051
H -6.332 2.278 1.208
H -8.094 -1.904 1.642
H 6.235 -2.096 -1.935
H 6.545 1.926 -0.760
H 0.754 -3.704 -4.324
H -4.609 -3.174 0.822
H -0.365 -4.927 -1.098
H 4.303 4.443 -3.396
H -5.245 -3.400 3.192
H 0.375 5.359 0.748
H 4.686 2.913 -3.884
*
```